Entry 1:
A structure of composition C25H37O2Sr at a distorted geometry, computed with wB97M-V/def2-TZVPD.

Structure (ORCA input):
```
! wB97M-V def2-TZVPD RIJCOSX def2/J DEFGRID3
* xyz -1 1
O -0.9473 1.3731 -0.7599
C -2.3799 1.1425 -0.5006
C -2.7717 1.3864 -1.9475
H -2.6373 1.9344 0.1996
H -2.5937 0.1493 -0.0664
C -1.2743 1.7399 -2.1517
H -3.4563 2.2052 -2.1651
H -3.0967 0.4566 -2.4179
C -0.9542 3.2112 -2.2804
H -1.5822 3.7836 -1.5872
H -1.1823 3.5563 -3.2902
H 0.0955 3.4378 -2.0581
C -0.6578 0.7966 -3.1687
H -1.1386 -0.1862 -3.0879
H 0.4257 0.6565 -3.0362
H -0.8490 1.1804 -4.1810
Sr 0.1256 -0.2712 0.9249
C 0.7317 -2.6905 -0.2769
C 0.0120 -3.1874 0.8305
C -1.3603 -2.8874 0.6358
H 0.4456 -3.7778 1.6298
C -1.4794 -2.1846 -0.5978
C -0.1743 -2.0820 -1.1676
H 0.1069 -1.6592 -2.1264
H 1.8015 -2.7751 -0.3991
H -2.1727 -3.2196 1.2835
H -2.4118 -1.8747 -1.0716
C 3.3944 -0.3285 0.4365
C 2.6361 -0.2281 -0.8646
C 1.9862 0.9860 -0.9506
H 2.8098 -0.9432 -1.6665
C 2.0794 1.6538 0.3300
C 2.8203 0.8645 1.1892
H 3.1211 1.0976 2.2066
H 4.4803 -0.1948 0.2435
H 1.6156 1.4494 -1.8542
H 1.6537 2.6449 0.5180
O -3.2794 3.5720 0.1802
C -3.9122 4.2379 -0.9661
C -5.0569 5.0965 -0.4693
H -4.3780 3.5132 -1.6564
H -3.1336 4.7636 -1.5317
C -5.2817 4.6681 0.9947
H -5.9298 4.8844 -1.0774
H -4.8235 6.1533 -0.5453
C -4.1254 3.7284 1.3729
H -6.2209 4.1193 1.0853
H -5.2999 5.5439 1.6438
H -4.5034 2.7266 1.6721
H -3.5079 4.1275 2.1973
C 3.0580 -5.2264 1.6465
C 4.0511 -4.1150 1.9741
C 4.3008 -4.0802 3.4794
C 5.3626 -4.3868 1.2450
C 3.5463 -2.7972 1.4755
C 3.3020 -1.6690 1.0918
H 3.4260 -6.2039 1.9891
H 2.9232 -5.2570 0.5578
H 2.0891 -5.0371 2.1271
H 4.6337 -5.0568 3.8514
H 5.0885 -3.3518 3.7081
H 3.3924 -3.8184 4.0257
H 5.1814 -4.4041 0.1683
H 6.0850 -3.5980 1.4656
H 5.7909 -5.3484 1.5411
*
```

Properties
- highest occupied orbital energy (alpha / beta) (eV) = -1.5 / 0.1
- orbital gap (alpha / beta) (eV) = 3.8 / 2.3
- relative energy (zero: lowest compared OMol25 entry of this formula, charge and spin) (kcal per mole) = 0.00


Entry 2:
A cluster of 5 separate species, C28H71B3N5O10P in total at a distorted geometry, computed with wB97M-V/def2-TZVPD.

Structure (ORCA input):
```
! wB97M-V def2-TZVPD RIJCOSX def2/J DEFGRID3
* xyz 0 1
C -8.3380 0.3120 -0.1547
C -8.6211 -1.1392 -0.5309
O -8.1826 -1.3836 -1.8612
C -7.5628 -2.6426 -2.0478
C -6.0804 -2.6003 -1.6849
C -5.2336 -3.6714 -2.4008
C -4.2756 -3.0832 -3.4523
C -2.8617 -2.8446 -2.8759
B -2.5326 -1.3544 -2.5491
O -3.2833 -0.2941 -3.0485
B -3.1730 0.9450 -2.4419
C -3.8762 2.1662 -3.1448
O -3.3701 3.3993 -2.6103
N -4.2645 4.4894 -2.7057
O -4.8812 4.5080 -3.6968
O -2.5053 1.0713 -1.2495
B -1.9757 -0.1053 -0.7253
P -1.9929 -0.6280 1.1401
C -3.8187 -0.8190 1.4746
C -4.5059 0.3180 2.2397
C -1.3256 0.7545 2.1557
C -1.2647 0.3084 3.6340
O -1.5134 -1.0103 -1.6652
H -8.0266 0.4038 0.8860
H -9.1931 0.9622 -0.3323
H -7.5143 0.6727 -0.7725
H -8.0924 -1.8050 0.1574
H -9.6936 -1.3468 -0.4686
H -7.6963 -2.9101 -3.0981
H -8.0850 -3.3971 -1.4469
H -5.7217 -1.5923 -1.9117
H -5.9846 -2.7287 -0.6025
H -4.6849 -4.2440 -1.6509
H -5.9045 -4.3900 -2.8818
H -4.2230 -3.7540 -4.3090
H -4.6831 -2.1245 -3.7749
H -2.7629 -3.3718 -1.9204
H -2.0776 -3.2702 -3.5092
H -3.7285 2.1011 -4.2258
H -4.9551 2.1063 -2.9593
H -3.9919 -1.7828 1.9548
H -4.3108 -0.8859 0.4968
H -4.7586 1.1340 1.5604
H -3.8795 0.7204 3.0327
H -5.4450 -0.0310 2.6732
H -0.2969 0.8853 1.8171
H -1.8668 1.6959 2.0592
H -0.2731 0.4899 4.0431
H -1.4348 -0.7693 3.7207
H -2.0243 0.7938 4.2454
C 5.0817 1.6345 4.5484
O 4.1623 2.7088 4.5538
C 3.8680 3.2665 3.2886
C 2.8138 2.5046 2.4778
C 3.3277 1.2138 1.8502
N 1.6107 2.2041 3.2583
H 5.8448 1.7692 3.7750
H 4.5888 0.6717 4.3942
H 5.5676 1.6189 5.5234
H 3.4810 4.2670 3.4998
H 4.7907 3.3877 2.7042
H 2.5126 3.1723 1.6625
H 3.4004 0.4134 2.5883
H 2.6425 0.8744 1.0737
H 4.3022 1.3461 1.3831
H 1.1812 3.0668 3.5805
H 1.8989 1.7335 4.1125
C -1.5477 -4.1856 2.4128
O -2.2862 -4.3754 3.6075
C -2.1917 -5.6584 4.1901
C -0.9423 -5.8836 5.0514
C 0.3346 -6.0974 4.2449
N -0.7189 -4.8012 6.0119
H -1.5265 -5.0992 1.8087
H -0.5247 -3.8613 2.6182
H -2.0336 -3.3906 1.8511
H -3.0693 -5.7472 4.8362
H -2.2742 -6.4342 3.4161
H -1.1282 -6.7972 5.6258
H 0.7184 -5.1565 3.8504
H 1.1093 -6.5228 4.8820
H 0.1679 -6.7787 3.4084
H -1.5145 -4.7311 6.6387
H -0.7159 -3.9230 5.5000
C 5.1306 -2.2373 -3.5439
O 5.9689 -1.1454 -3.2249
C 5.3974 0.1359 -3.4038
C 4.5132 0.6180 -2.2492
C 3.1391 -0.0448 -2.2054
N 5.1618 0.4705 -0.9456
H 4.4753 -2.0015 -4.3889
H 4.5157 -2.5465 -2.6949
H 5.7746 -3.0711 -3.8215
H 6.2463 0.8201 -3.4856
H 4.8500 0.1768 -4.3559
H 4.3609 1.6903 -2.4055
H 3.1920 -1.0568 -1.8027
H 2.4709 0.5250 -1.5594
H 2.6886 -0.0930 -3.1987
H 6.0199 1.0155 -0.9370
H 5.4725 -0.4931 -0.8510
C 4.8659 4.6075 -1.1064
O 5.7137 3.9089 -1.9979
C 5.8130 4.4463 -3.3030
C 6.8038 5.6071 -3.4490
C 6.2924 6.9291 -2.8857
N 8.1092 5.3132 -2.8560
H 4.0044 5.0348 -1.6293
H 5.3941 5.4043 -0.5771
H 4.5089 3.8858 -0.3705
H 6.1639 3.6198 -3.9275
H 4.8178 4.7328 -3.6697
H 6.9573 5.7419 -4.5246
H 6.3578 6.9503 -1.7976
H 6.8983 7.7521 -3.2625
H 5.2548 7.1102 -3.1722
H 8.5208 4.5054 -3.3129
H 7.9624 5.0199 -1.8942
*
```

Properties
- SMILES string = CCOCCCCCB1OB(CON=O)OB(P(CC)CC)O1.COC[C@@H](C)N.COC[C@@H](C)N.COC[C@@H](C)N.COC[C@@H](C)N
- highest occupied orbital energy (eV) = -8.0
- orbital gap (eV) = 8.2


Entry 3:
A structure of composition C16H34N5OY at a distorted geometry, computed with wB97M-V/def2-TZVPD.

Structure (ORCA input):
```
! wB97M-V def2-TZVPD RIJCOSX def2/J DEFGRID3
* xyz 4 1
Y 2.9273 -15.1125 0.4676
O 1.7739 -13.0471 0.4918
C 0.7588 -12.9461 1.6553
C 1.3829 -13.1974 3.0115
C 2.0853 -14.5473 3.1754
C 1.4187 -15.8912 2.9493
C 0.5776 -16.4546 3.8951
C 0.0307 -17.6688 3.6204
C 0.1346 -18.2331 2.3216
C 1.0640 -17.7048 1.4581
N 1.7095 -16.5425 1.7551
H 2.0279 -12.1523 0.3413
H -0.0336 -13.7280 1.4529
H 0.2570 -11.9808 1.5738
H 0.5923 -13.0766 3.8283
H 2.0684 -12.3792 3.2956
H 2.4415 -14.5687 4.2224
H 3.0403 -14.5904 2.7280
H 0.4608 -16.0410 4.8516
H -0.6281 -18.0706 4.3844
H -0.4541 -19.0854 2.1482
H 1.2632 -18.1400 0.4735
C 7.0153 -16.8914 0.5723
C 6.2481 -15.5799 0.5574
C 7.1901 -14.3954 0.1208
C 5.4949 -15.2825 1.8783
N 5.1299 -15.5479 -0.5015
N 4.3114 -16.7658 -0.4063
H 7.8540 -16.6154 1.2056
H 7.4780 -17.1983 -0.3991
H 6.5008 -17.7020 1.0531
H 7.8569 -14.2473 0.9506
H 6.5066 -13.5572 -0.0733
H 7.7030 -14.6020 -0.7715
H 6.1804 -15.3166 2.7270
H 4.7644 -15.9924 2.3187
H 5.0674 -14.2518 1.9314
H 5.4910 -15.5292 -1.4302
H 4.8318 -17.3843 0.2136
H 4.3080 -17.3490 -1.2448
N 0.2831 -14.9022 -4.4712
C 1.7533 -15.3063 -4.4427
C 2.3770 -14.9206 -3.1207
N 1.6574 -15.2662 -1.8493
C 0.2532 -14.6897 -1.9671
C -0.4783 -15.2420 -3.2011
H -0.1404 -15.3058 -5.3134
H 0.2708 -13.9198 -4.6122
H 2.2912 -14.9134 -5.2840
H 1.7337 -16.4157 -4.5106
H 2.4872 -13.8608 -3.1205
H 3.3473 -15.4573 -3.0930
H 1.5700 -16.2596 -1.9487
H 0.4242 -13.6290 -2.0485
H -0.3300 -15.0017 -1.1044
H -1.4340 -14.7590 -3.2678
H -0.7062 -16.3517 -3.1881
*
```

Properties
- highest occupied orbital energy (eV) = -21.5
- orbital gap (eV) = 9.3


Entry 4:
A structure of composition C33H61BIrN6O3P at a distorted geometry, computed with wB97M-V/def2-TZVPD.

Structure (ORCA input):
```
! wB97M-V def2-TZVPD RIJCOSX def2/J DEFGRID3
* xyz 2 5
Ir -0.0201 0.4388 0.3921
C -2.2218 -0.5696 -2.9700
C -2.9362 -0.3877 -1.6226
C -4.4519 -0.4491 -1.7956
C -2.4418 -1.4367 -0.6809
C -2.8281 -2.7732 -0.5950
C -1.9942 -3.3600 0.3468
C -1.9392 -4.8036 0.7369
C -3.3312 -5.4330 0.7659
C -1.0221 -5.5411 -0.2553
N -1.1569 -2.4058 0.8002
N -1.4247 -1.2339 0.1655
B 0.0116 -2.5196 1.7983
N 1.3369 -2.3056 0.9774
N 1.4082 -1.2189 0.1443
C 2.4377 -1.3479 -0.7215
C 3.0738 -2.5316 -0.4195
C 2.3470 -3.1255 0.6714
C 2.8502 -4.3495 1.3451
C 4.0512 -3.8937 2.2142
C 1.9019 -5.2194 2.1626
C 2.7177 -0.3437 -1.7946
C 2.4350 -0.9598 -3.1695
C 4.1579 0.1682 -1.7035
N -0.1044 -1.4110 2.8634
N 0.1615 -0.1207 2.5191
C 0.1921 0.6141 3.6339
C -0.0920 -0.2106 4.7146
C -0.2766 -1.4897 4.1982
C -0.5997 -2.6786 5.0603
C 0.6953 -3.2424 5.6689
C -1.4565 -3.7770 4.4267
C 0.4153 2.0953 3.6452
C -0.8880 2.7997 3.2443
C 1.5911 2.5020 2.7570
H -2.5630 0.1802 -3.6853
H -2.4376 -1.5563 -3.3816
H -1.1410 -0.4666 -2.8523
H -2.6594 0.5857 -1.2140
H -4.7543 -1.3965 -2.2436
H -4.7865 0.3504 -2.4563
H -4.9619 -0.3409 -0.8385
H -3.6262 -3.2507 -1.1361
H -1.5049 -4.8896 1.7349
H -3.7756 -5.4722 -0.2290
H -3.9988 -4.8734 1.4209
H -3.2628 -6.4555 1.1357
H -1.4503 -5.5135 -1.2578
H -0.9110 -6.5848 0.0401
H -0.0335 -5.0756 -0.2931
H 0.0246 -3.5837 2.2896
H 3.9446 -2.9467 -0.9017
H 3.2570 -4.9662 0.5353
H 3.7119 -3.2256 3.0070
H 4.8129 -3.3799 1.6269
H 4.5057 -4.7716 2.6690
H 1.5744 -4.7131 3.0677
H 2.4439 -6.1145 2.4649
H 1.0294 -5.5306 1.5901
H 2.0298 0.4916 -1.6347
H 3.0968 -1.8083 -3.3520
H 2.6067 -0.2232 -3.9532
H 1.4042 -1.3084 -3.2458
H 4.8624 -0.6368 -1.9202
H 4.3821 0.5595 -0.7096
H 4.3215 0.9585 -2.4351
H -0.1501 0.0800 5.7503
H -1.1746 -2.2556 5.8866
H 1.3682 -3.5961 4.8862
H 0.4646 -4.0771 6.3309
H 1.2155 -2.4797 6.2474
H -0.8462 -4.5041 3.8910
H -2.2001 -3.3620 3.7441
H -1.9807 -4.3186 5.2131
H 0.6583 2.3751 4.6713
H -1.1867 2.5016 2.2329
H -0.7692 3.8833 3.2774
H -1.6940 2.5270 3.9247
H 1.3872 2.2451 1.7067
H 2.5057 1.9886 3.0542
H 1.7662 3.5761 2.8259
C -1.6720 5.4807 1.0446
C -0.4498 4.7722 0.5078
O -0.8928 3.6805 -0.3329
P -0.0476 2.4476 -0.8694
O -0.8012 2.0303 -2.1746
C -1.0717 2.9186 -3.3051
C -2.5134 3.3722 -3.2839
O 1.2996 3.0559 -1.4437
C 2.4586 3.6372 -0.8028
C 2.9681 4.7556 -1.6853
H -1.3633 6.2676 1.7324
H -2.3166 4.7821 1.5761
H -2.2435 5.9320 0.2349
H 0.1636 4.3868 1.3244
H 0.1546 5.4469 -0.1008
H -0.8539 2.3172 -4.1850
H -0.3849 3.7631 -3.2755
H -3.1903 2.5207 -3.3546
H -2.6924 4.0306 -4.1334
H -2.7322 3.9159 -2.3662
H 3.2076 2.8515 -0.6958
H 2.2007 4.0093 0.1903
H 3.2597 4.3636 -2.6589
H 3.8333 5.2287 -1.2223
H 2.1968 5.5114 -1.8330
*
```

Properties
- highest occupied orbital energy (alpha / beta) (eV) = -14.1 / -14.0
- <S²> = 6.0298
- orbital gap (alpha / beta) (eV) = 9.4 / 4.7
- relative energy (zero: lowest compared OMol25 entry of this formula, charge and spin) (kcal per mole) = 15.06